Record 1
Below is an isolated molecule of C2H7N5O at a distorted geometry, with properties calculated with wB97M-V/def2-TZVPD.

Computed properties:
- HOMO energy: -8.059 eV
- Electronic energy: -429.169918 hartree
- Energy above the lowest of the compared OMol25 structures with the same formula, charge and spin: 665.7 kJ/mol
- Net charge: 0
- Strongest force on any atom: 7.10 eV/A
- SMILES: C=NN/C(=N/O)NN
- LUMO: 0.897 eV

Geometry (Å):
C -0.7005 -0.1182 -0.0825
C 2.8450 -0.6204 -0.2591
H -0.6781 2.2606 0.9286
H 0.1614 2.4227 -0.6343
H -2.3689 0.8845 -0.4475
H 0.6581 -1.3482 1.2409
H 3.2711 -1.1716 0.8462
H 3.5496 -0.2874 -1.1750
H -2.9705 -2.0323 0.2963
N -0.6967 2.1741 -0.0176
N -1.2874 1.0094 -0.1996
N 0.5397 -0.4985 0.4367
N 1.7201 -0.2010 -0.4088
N -1.3183 -1.2521 -0.2670
O -2.7245 -1.2216 -0.2574

Need the Löwdin charges? In units of e they are: number 1, C, carries -0.51; number 2, C, carries -0.16; number 3, H, carries 0.05; number 4, H, carries 0.15; number 5, H, carries 0.21; number 6, H, carries 0.22; number 7, H, carries 0.14; number 8, H, carries 0.10; number 9, H, carries 0.12; number 10, N, carries 0.02; number 11, N, carries -0.08; number 12, N, carries -0.01; number 13, N, carries -0.08; number 14, N, carries -0.03; number 15, O, carries -0.13

Record 2
Below is an isolated molecule of C2H7N5O at a distorted geometry, with properties calculated with wB97M-V/def2-TZVPD.

Computed properties:
- HOMO energy: -8.423 eV
- Electronic energy: -429.282231 hartree
- Energy above the lowest of the compared OMol25 structures with the same formula, charge and spin: 370.8 kJ/mol
- Net charge: 0
- Strongest force on any atom: 5.77 eV/A
- SMILES: [H]/N=C(/NO)N/C=N/N
- LUMO: 0.666 eV

Geometry (Å):
C 0.5082 -1.5678 -0.1730
C 0.5220 0.7198 0.7019
H -1.8174 -2.5402 -1.5996
H -0.8853 -1.8496 -2.8008
H 1.0946 -2.5439 -0.3282
H 1.4469 -1.0574 1.5712
H 2.0886 1.3860 1.9821
H -1.0108 0.3544 -0.4865
H -0.8223 2.4047 1.2209
N -0.8238 -2.2142 -1.8610
N -0.4916 -1.1611 -1.0004
N 1.0147 -0.6613 0.6332
N 1.1301 1.5871 1.5717
N -0.4820 1.1337 -0.0936
O -1.0885 2.2681 0.3148

Need the Löwdin charges? In units of e they are: number 1, C, carries -0.19; number 2, C, carries -0.40; number 3, H, carries 0.11; number 4, H, carries 0.06; number 5, H, carries 0.15; number 6, H, carries 0.20; number 7, H, carries 0.05; number 8, H, carries 0.08; number 9, H, carries 0.07; number 10, N, carries -0.07; number 11, N, carries -0.11; number 12, N, carries 0.05; number 13, N, carries 0.04; number 14, N, carries -0.03; number 15, O, carries 0.00